Arrangement A

{
  "formula": "C4H5NO2",
  "method": "the ωB97M-V functional and the def2-TZVPD basis",
  "e_homo_ev": -9.89,
  "e_lumo_ev": 0.685,
  "smiles": "O=C[C@H]1CN=CO1",
  "orbital_gap_ev": 10.574,
  "elements": ["O", "C", "C", "C", "N", "C", "O", "H", "H", "H", "H", "H"],
  "xyz": [[-0.0798, -1.9102, 1.5090], [0.6284, -1.4874, 0.6299], [0.1646, -0.4976, -0.4330], [-1.1405, 0.2478, -0.0908], [-0.7337, 1.6423, 0.0857], [0.5050, 1.6823, -0.1546], [1.1590, 0.5396, -0.5075], [1.6875, -1.7982, 0.5330], [0.1432, -1.0117, -1.4020], [-1.8887, 0.1745, -0.8872], [-1.5843, -0.1438, 0.8316], [1.1394, 2.5624, -0.1140]],
  "nbo_charge": [-0.50, 0.43, -0.05, -0.28, -0.45, 0.37, -0.49, 0.12, 0.21, 0.21, 0.23, 0.19]
}

=====

Arrangement B

{
  "formula": "C4H5NO2",
  "method": "the ωB97M-V functional and the def2-TZVPD basis",
  "e_homo_ev": -10.19,
  "e_lumo_ev": 0.672,
  "smiles": "O=C[C@H]1CN1C=O",
  "orbital_gap_ev": 10.863,
  "elements": ["O", "C", "C", "C", "N", "C", "O", "H", "H", "H", "H", "H"],
  "xyz": [[2.6634, -0.3258, -0.5053], [1.4580, -0.2801, -0.5351], [0.6639, 0.4444, 0.5045], [-0.5447, 1.1785, 0.0171], [-0.6978, 0.0023, 0.8229], [-1.2267, -1.1594, 0.2297], [-1.7867, -1.1936, -0.8378], [0.8714, -0.7503, -1.3539], [1.2472, 0.8332, 1.3346], [-0.8111, 1.0967, -1.0345], [-0.8126, 2.1104, 0.5049], [-1.1361, -2.0324, 0.8965]],
  "nbo_charge": [-0.50, 0.40, -0.16, -0.23, -0.44, 0.53, -0.54, 0.13, 0.23, 0.22, 0.22, 0.13]
}

=====

Arrangement C

{
  "formula": "C4H5NO2",
  "method": "the ωB97M-V functional and the def2-TZVPD basis",
  "e_homo_ev": -9.86,
  "e_lumo_ev": -0.443,
  "smiles": "O=CC/C=N\\C=O",
  "orbital_gap_ev": 9.412,
  "elements": ["O", "C", "C", "C", "N", "C", "O", "H", "H", "H", "H", "H"],
  "xyz": [[0.9152, 0.9149, -2.1930], [0.2178, 0.7594, -1.2296], [0.6413, 0.8958, 0.2399], [-0.5390, 0.3868, 1.0188], [-0.9762, -0.8155, 1.0387], [-0.3413, -1.7832, 0.2347], [0.2862, -1.5586, -0.7777], [1.5601, 0.3438, 0.4665], [0.8191, 1.9577, 0.4343], [-0.8795, 0.5884, -1.2953], [-1.1701, 1.1277, 1.5151], [-0.5334, -2.8172, 0.5475]],
  "nbo_charge": [-0.52, 0.48, -0.61, 0.23, -0.50, 0.52, -0.53, 0.26, 0.24, 0.10, 0.19, 0.13]
}

=====

Stability ranking, top entry: arrangement A; the second entry is 0.543 eV less favorable.